{
  "formula": "C35H32IN10NaO4",
  "method": "wB97M-V/def2-TZVPD",
  "e_tot_ev": -72423.6515,
  "relative_energy_kcal_mol": 47.8,
  "multiplicity": 1,
  "largest_force_ev_per_a": 0.61,
  "orbital_gap_ev": 4.243,
  "charge": -2,
  "species": ["Na", "C", "C", "N", "C", "C", "C", "C", "C", "C", "C", "N", "C", "C", "C", "C", "C", "C", "C", "C", "N", "C", "H", "H", "H", "H", "H", "H", "H", "H", "H", "H", "H", "H", "C", "N", "C", "C", "N", "N", "C", "N", "N", "H", "H", "H", "H", "H", "H", "H", "H", "H", "H", "H", "O", "N", "N", "O", "C", "C", "C", "C", "C", "C", "H", "H", "H", "H", "H", "I", "C", "C", "C", "C", "C", "C", "C", "O", "O", "H", "H", "H", "H"],
  "positions_angstrom": [[-0.2844, 0.6201, 0.0799], [2.4689, 0.6160, -3.3332], [1.5383, 1.1652, -2.4299], [1.7384, 1.2262, -1.1393], [2.8829, 0.7302, -0.6201], [3.8769, 0.1441, -1.4403], [3.6299, 0.1054, -2.8304], [5.0555, -0.3880, -0.8656], [5.2071, -0.3283, 0.4957], [4.2437, 0.2596, 1.3235], [3.0586, 0.8102, 0.8212], [2.0421, 1.2959, 1.5661], [2.2342, 1.9792, 2.6907], [3.4024, 2.6770, 3.0654], [3.4751, 3.4332, 4.2334], [2.4252, 3.5400, 5.1148], [1.2198, 2.8663, 4.8044], [0.0864, 2.9206, 5.6472], [-1.0531, 2.2495, 5.3052], [-1.0568, 1.5164, 4.1034], [-0.0313, 1.4443, 3.2985], [1.1044, 2.0975, 3.6155], [2.2384, 0.5740, -4.3904], [0.5849, 1.5479, -2.7853], [4.3647, -0.3591, -3.4802], [5.8004, -0.8500, -1.5038], [6.0963, -0.7509, 0.9554], [4.4033, 0.2749, 2.3945], [4.2592, 2.6461, 2.4052], [4.4022, 3.9593, 4.4465], [2.4956, 4.1293, 6.0223], [0.1407, 3.5047, 6.5612], [-1.9382, 2.2794, 5.9305], [-1.9470, 0.9708, 3.7992], [0.2707, -4.9585, 2.3997], [0.4166, -4.0249, 1.2957], [1.7620, -4.0532, 0.7469], [-0.0816, -2.7142, 1.5505], [0.5550, -1.6317, 1.5423], [-1.4594, -2.7745, 1.8277], [-2.3347, -1.6816, 1.8159], [-3.6255, -2.1198, 2.2104], [-2.0114, -0.5232, 1.4545], [0.4439, -5.9749, 2.0384], [-0.7295, -4.9078, 2.8250], [0.9937, -4.7553, 3.2066], [1.9669, -5.0686, 0.3999], [2.5226, -3.7899, 1.4993], [1.8280, -3.3663, -0.0988], [1.5414, -1.7505, 1.3317], [-1.8897, -3.6018, 1.4432], [-3.5959, -2.6803, 3.0507], [-4.2679, -1.3481, 2.3079], [-2.7655, 0.1543, 1.5332], [-1.4368, 3.3890, 0.8827], [-2.4560, 3.5998, 0.2161], [-2.7311, 2.6761, -0.6834], [-2.0204, 1.6019, -0.8756], [-3.9235, 2.8423, -1.4054], [-4.3187, 1.8056, -2.2542], [-5.4911, 1.9198, -2.9855], [-6.2839, 3.0543, -2.8924], [-5.8820, 4.0869, -2.0489], [-4.7170, 3.9946, -1.3105], [-3.6806, 0.9349, -2.3035], [-5.7859, 1.1055, -3.6379], [-7.1979, 3.1385, -3.4682], [-6.4869, 4.9834, -1.9666], [-4.4062, 4.7953, -0.6584], [-0.7268, -2.9076, -8.3116], [-0.3740, -2.5507, -6.2701], [0.5801, -3.3054, -5.6062], [0.8156, -3.0520, -4.2616], [0.0935, -2.0828, -3.5784], [-0.8635, -1.3464, -4.2656], [-1.0961, -1.5639, -5.6173], [0.3507, -1.8026, -2.0834], [1.4619, -2.1752, -1.6529], [-0.5836, -1.2290, -1.4914], [1.1354, -4.0725, -6.1308], [1.5802, -3.5935, -3.7187], [-1.4272, -0.6057, -3.7109], [-1.8323, -0.9766, -6.1509]],
  "forces_ev_per_angstrom": [[0.127, -0.115, 0.581], [0.047, -0.012, 0.018], [-0.006, 0.039, -0.053], [-0.112, -0.020, -0.128], [0.089, -0.039, 0.005], [0.011, 0.012, -0.010], [-0.039, 0.017, 0.016], [0.036, -0.028, 0.026], [0.047, -0.032, -0.074], [-0.038, 0.046, 0.066], [-0.020, -0.023, 0.099], [0.152, 0.028, -0.286], [-0.087, -0.027, 0.088], [-0.008, -0.077, -0.084], [-0.002, 0.061, 0.093], [0.051, 0.029, 0.004], [-0.020, -0.012, 0.003], [0.010, -0.005, -0.017], [0.031, 0.012, 0.010], [-0.045, -0.024, -0.022], [-0.031, -0.030, -0.028], [0.044, 0.044, 0.044], [-0.001, -0.003, -0.004], [0.000, -0.011, 0.001], [0.004, 0.004, 0.000], [0.003, 0.003, 0.006], [-0.004, -0.001, -0.010], [-0.007, -0.002, -0.004], [-0.009, -0.004, -0.003], [-0.004, -0.001, 0.007], [0.006, -0.001, -0.003], [0.002, 0.002, -0.005], [0.000, -0.001, -0.002], [-0.006, 0.002, -0.008], [-0.007, 0.006, 0.025], [-0.027, 0.060, 0.028], [0.024, -0.008, 0.015], [0.158, -0.087, -0.049], [-0.006, 0.056, -0.084], [-0.074, -0.010, -0.020], [-0.040, -0.040, -0.016], [0.048, -0.005, -0.035], [-0.075, 0.153, -0.005], [0.001, 0.006, 0.003], [0.006, -0.021, 0.011], [-0.009, 0.000, -0.010], [0.001, 0.001, 0.006], [-0.002, -0.010, 0.024], [-0.001, -0.034, 0.018], [-0.020, -0.012, 0.037], [0.006, -0.007, 0.022], [0.001, 0.009, 0.009], [0.001, 0.011, -0.007], [-0.016, -0.032, -0.002], [-0.163, -0.069, -0.177], [0.043, 0.052, 0.078], [0.068, 0.058, 0.134], [-0.171, 0.032, -0.179], [-0.107, 0.044, -0.086], [0.078, 0.055, 0.079], [-0.025, -0.010, -0.025], [-0.023, 0.008, -0.012], [-0.021, 0.003, -0.013], [0.044, -0.071, 0.004], [0.006, -0.009, 0.001], [0.000, 0.004, -0.001], [0.002, 0.000, 0.002], [0.000, -0.001, -0.002], [0.012, 0.016, 0.016], [-0.001, -0.002, 0.004], [0.007, 0.016, 0.021], [0.016, -0.031, -0.042], [0.059, 0.035, 0.005], [0.030, 0.050, 0.085], [-0.064, -0.038, 0.006], [-0.033, 0.017, -0.036], [-0.045, -0.053, -0.139], [-0.051, -0.042, -0.082], [0.137, 0.049, 0.028], [0.004, 0.009, 0.000], [-0.007, -0.002, 0.021], [0.017, 0.019, 0.011], [0.000, -0.006, 0.002]],
  "mulliken_charge": [0.71, -0.53, -0.57, -0.55, 0.29, 2.01, -0.84, -1.14, -0.74, -0.45, -0.55, 0.22, 0.20, -0.72, -0.71, -0.99, 1.10, -0.72, -0.89, 0.01, 0.20, -0.07, 0.39, 0.46, 0.34, 0.31, 0.33, 0.60, 0.44, 0.32, 0.30, 0.34, 0.36, 0.25, -1.14, 0.08, -0.74, 0.17, -0.21, 0.02, -0.10, -0.63, 0.19, 0.37, 0.37, 0.31, 0.34, 0.38, 0.06, 0.05, 0.30, 0.21, 0.28, -0.02, -0.46, -0.48, 0.71, -0.68, -0.04, -0.35, -0.43, -0.46, -0.36, -0.40, 0.46, 0.35, 0.35, 0.33, 0.44, -0.03, 0.09, -0.58, -0.03, -0.01, -0.29, -0.63, 0.27, -0.89, -0.70, 0.35, 0.43, 0.64, 0.38]
}

***

{
  "formula": "C45H60BBeF4N6O5",
  "method": "wB97M-V/def2-TZVPD",
  "e_tot_ev": -78763.3784,
  "relative_energy_kcal_mol": 4.9,
  "multiplicity": 1,
  "largest_force_ev_per_a": 1.86,
  "orbital_gap_ev": 6.809,
  "charge": 1,
  "species": ["Be", "B", "F", "F", "F", "F", "N", "C", "C", "C", "C", "C", "H", "H", "H", "H", "H", "N", "C", "C", "C", "C", "C", "H", "H", "H", "H", "H", "N", "C", "C", "C", "C", "C", "H", "H", "H", "H", "H", "N", "C", "C", "C", "C", "C", "H", "H", "H", "H", "H", "N", "C", "C", "C", "C", "C", "H", "H", "H", "H", "H", "N", "C", "C", "C", "C", "C", "H", "H", "H", "H", "H", "C", "C", "O", "C", "H", "H", "H", "H", "H", "H", "C", "C", "O", "C", "H", "H", "H", "H", "H", "H", "C", "C", "O", "C", "H", "H", "H", "H", "H", "H", "C", "C", "O", "C", "H", "H", "H", "H", "H", "H", "C", "C", "O", "C", "H", "H", "H", "H", "H", "H"],
  "positions_angstrom": [[3.5814, 8.5226, -21.4395], [6.3015, 8.6971, -20.6370], [6.1639, 7.7686, -21.6902], [5.3331, 8.2979, -19.6894], [7.5312, 8.7830, -20.0558], [5.8478, 9.9232, -21.1765], [7.8134, 6.4640, -17.0058], [8.4587, 5.6123, -16.2156], [7.9878, 4.3336, -15.9775], [6.8080, 3.9230, -16.5697], [6.2194, 4.7819, -17.4840], [6.7012, 6.0716, -17.6497], [9.3674, 5.9721, -15.7466], [8.5089, 3.6847, -15.2847], [6.4086, 2.9603, -16.2834], [5.3174, 4.4140, -17.9613], [6.2927, 6.8344, -18.2983], [10.9519, 8.9602, -17.0836], [12.2682, 8.8587, -16.9965], [13.0403, 8.2979, -18.0158], [12.3818, 7.6552, -19.0424], [10.9894, 7.7019, -19.0915], [10.3112, 8.4175, -18.1216], [12.7167, 9.3415, -16.1360], [14.1190, 8.3482, -17.9593], [12.9354, 7.2219, -19.8659], [10.5162, 7.2583, -19.9579], [9.2353, 8.5136, -18.1531], [3.0385, 10.7093, -20.5492], [1.8856, 11.3440, -20.7865], [1.4906, 12.5089, -20.1525], [2.3561, 13.0480, -19.2120], [3.5808, 12.4368, -18.9974], [3.8656, 11.2478, -19.6486], [1.2863, 10.8804, -21.5580], [0.5217, 12.9158, -20.4021], [2.1050, 13.9210, -18.6239], [4.3444, 12.8565, -18.3568], [4.8192, 10.7731, -19.4700], [8.0095, 13.5227, -19.4912], [7.7609, 14.7128, -18.9539], [7.0362, 15.7193, -19.5822], [6.5259, 15.4369, -20.8344], [6.7517, 14.1948, -21.4070], [7.5038, 13.2702, -20.7075], [8.1760, 14.8379, -17.9603], [6.8626, 16.6866, -19.1337], [5.9806, 16.2061, -21.3674], [6.5211, 13.9855, -22.4444], [7.6572, 12.2498, -21.0394], [3.4434, 6.1328, -21.0470], [4.5104, 5.3268, -21.2438], [4.3645, 3.9579, -21.4328], [3.1170, 3.3873, -21.2473], [2.0514, 4.1970, -20.9160], [2.2439, 5.5679, -20.8986], [5.4655, 5.8167, -21.3432], [5.2278, 3.3212, -21.5702], [2.9303, 2.3290, -21.3752], [1.0237, 3.8600, -20.8975], [1.4092, 6.2479, -20.7881], [2.5532, 8.3043, -18.8664], [3.1537, 7.9728, -17.7317], [2.4786, 7.6599, -16.5534], [1.0992, 7.6618, -16.5872], [0.4422, 7.9515, -17.7853], [1.2115, 8.2947, -18.8733], [4.2331, 7.9021, -17.7926], [3.0399, 7.5011, -15.6443], [0.5130, 7.4693, -15.6983], [-0.6329, 7.8495, -17.8195], [0.7243, 8.5763, -19.8020], [5.7529, 8.0219, -25.1417], [4.5944, 7.2248, -24.5969], [4.2795, 7.3180, -23.4270], [3.7841, 6.4476, -25.5837], [6.2009, 8.5360, -24.2898], [5.4375, 8.7587, -25.8754], [6.5561, 7.3346, -25.4179], [3.2360, 7.0883, -26.2776], [3.0358, 5.8143, -25.1060], [4.4032, 5.7862, -26.1928], [2.3501, 11.4054, -24.0551], [3.7886, 11.0011, -23.9234], [4.0932, 10.0240, -23.2617], [4.8108, 11.8357, -24.6100], [1.7501, 10.6416, -23.5633], [2.0335, 11.3817, -25.1013], [2.1033, 12.3906, -23.6614], [5.0064, 12.6655, -23.9217], [4.4872, 12.2627, -25.5571], [5.7427, 11.2955, -24.7664], [8.3409, 10.3364, -23.4783], [9.7383, 10.6627, -23.0245], [10.4717, 11.3701, -23.6730], [10.1189, 10.2519, -21.6125], [7.9836, 9.3340, -23.2375], [8.1657, 10.6291, -24.5106], [7.7053, 10.9486, -22.8258], [10.7231, 11.0258, -21.1482], [10.6137, 9.2803, -21.5959], [9.1908, 10.1220, -21.0522], [8.3751, 5.6357, -21.1385], [8.3477, 4.3678, -20.3317], [7.4997, 3.5311, -20.5436], [9.4389, 4.2047, -19.3156], [8.2094, 6.5281, -20.5289], [7.5439, 5.5865, -21.8392], [9.3107, 5.8290, -21.6656], [10.4390, 4.1552, -19.7551], [9.3422, 3.3372, -18.6669], [9.4772, 5.1040, -18.6946], [6.1792, 9.4410, -15.2243], [6.3088, 10.5879, -16.1885], [5.6611, 11.6037, -16.0296], [7.3250, 10.4809, -17.2855], [6.9935, 9.3999, -14.4961], [6.1093, 8.4865, -15.7525], [5.3200, 9.4809, -14.5511], [7.6002, 11.4425, -17.7130], [6.9806, 9.8738, -18.1254], [8.2030, 9.9699, -16.8827]],
  "forces_ev_per_angstrom": [[1.532, 0.014, 1.057], [-0.279, 0.160, -0.571], [0.535, 0.026, 0.064], [-0.821, 0.045, 0.117], [0.218, -0.151, -0.249], [0.125, 0.072, 0.085], [-0.023, 0.474, -0.230], [-0.365, 0.099, -0.260], [0.069, -0.236, 0.562], [0.787, 0.341, 0.105], [-1.209, -0.350, 0.066], [1.243, -0.410, 0.584], [0.010, 0.053, -0.017], [0.029, 0.020, -0.014], [-0.201, -0.049, -0.395], [-0.008, 0.362, -0.265], [-0.355, -0.268, -0.107], [-0.708, 0.022, 0.405], [0.069, 0.360, -0.737], [0.038, -0.193, 0.701], [-0.160, 0.422, -0.303], [0.584, 0.046, -0.439], [0.397, -0.383, 0.089], [0.121, -0.100, 0.005], [0.013, -0.112, -0.036], [0.026, -0.164, 0.088], [-0.367, 0.006, 0.191], [-0.017, 0.051, 0.012], [0.212, -1.214, -0.231], [0.035, -0.331, -0.402], [0.133, -0.500, -0.002], [0.114, 0.179, 0.207], [-0.023, -0.158, -0.160], [0.368, 0.212, -0.073], [-0.302, 0.138, 0.161], [0.030, 0.191, 0.142], [-0.105, 0.116, -0.209], [-0.160, -0.040, 0.243], [-0.181, -0.184, -0.056], [-0.416, -0.151, -0.289], [0.264, -0.030, 0.273], [-0.126, -0.372, -0.084], [-0.066, 0.293, -0.238], [0.557, -0.035, -0.435], [-0.026, -0.034, 1.002], [-0.009, 0.245, 0.002], [0.092, -0.056, 0.173], [-0.023, -0.066, -0.082], [-0.428, 0.013, 0.088], [0.114, 0.106, -0.354], [0.264, 1.144, -0.304], [-0.521, 0.197, -0.450], [0.179, -0.060, 0.875], [-0.341, -0.167, 0.013], [-0.530, 0.693, -0.784], [0.194, 0.223, 0.108], [-0.009, -0.012, 0.058], [0.147, 0.246, -0.189], [0.281, -0.053, 0.015], [0.115, -0.320, 0.328], [-0.045, -0.076, 0.141], [-0.599, -0.144, -0.628], [0.513, -0.352, 0.005], [-0.014, 0.496, -0.311], [-0.215, 0.090, -0.021], [0.267, -0.349, 0.633], [-0.064, 0.074, -0.215], [-0.014, 0.183, 0.168], [-0.025, -0.191, 0.001], [0.069, -0.141, 0.024], [-0.032, 0.302, -0.235], [0.043, 0.011, -0.058], [0.589, -0.289, 1.585], [-0.166, 1.060, -0.516], [-0.881, -0.069, 0.346], [-0.416, -0.994, -0.059], [-0.291, 0.277, -0.028], [0.167, -0.342, -0.430], [-0.233, 0.085, -0.872], [0.266, 0.300, 0.055], [0.084, 0.117, 0.250], [0.168, 0.188, -0.031], [-0.546, -0.571, -0.240], [-0.601, -0.012, -0.013], [0.029, -0.507, 0.387], [0.503, 0.101, 0.039], [-0.062, 0.150, 0.122], [0.256, 0.197, -0.077], [0.251, 0.048, 0.037], [0.089, 0.052, -0.087], [-0.261, -0.026, 0.072], [-0.019, -0.046, 0.179], [-0.451, 0.210, 0.438], [0.517, 0.390, 0.473], [-0.100, -0.167, -0.354], [-0.886, -0.148, -0.194], [0.375, -0.185, -0.197], [0.120, -0.170, -0.064], [-0.070, 0.129, -0.165], [0.199, -0.116, -0.072], [0.197, 0.092, -0.079], [0.144, -0.014, 0.233], [-0.516, 0.483, -0.139], [0.679, -0.100, -0.234], [-0.206, -0.128, 0.176], [0.389, 0.178, 0.580], [0.042, -0.169, 0.259], [0.204, 0.048, -0.225], [0.079, -0.340, 0.009], [-0.166, 0.015, -0.393], [-0.340, -0.061, -0.146], [-0.099, -0.010, 0.032], [-0.429, -0.771, 0.563], [-0.154, 0.795, 0.346], [-0.195, -0.100, -0.185], [0.301, -0.394, -0.087], [0.475, -0.023, -0.536], [0.415, -0.020, -0.004], [-0.316, 0.539, -0.459], [-0.051, 0.177, 0.258], [-0.191, -0.207, 0.220], [0.104, 0.075, -0.128]],
  "mulliken_charge": [1.24, -1.30, 0.29, 1.09, 0.36, 0.05, 0.02, -0.54, -0.54, -0.56, -0.70, -0.49, 0.43, 0.46, 0.44, 0.50, 0.88, -0.52, -0.48, -0.38, -0.94, -0.17, 0.34, 0.42, 0.41, 0.40, 0.54, 0.28, 0.81, -0.53, -1.25, -0.45, -1.08, -0.32, 0.71, 0.50, 0.46, 0.60, 0.56, -0.38, -0.31, -0.49, -0.49, -0.37, -0.10, 0.40, 0.43, 0.43, 0.39, 0.44, 0.56, -0.31, -1.21, -0.35, -1.02, -0.13, 0.40, 0.55, 0.48, 0.38, 0.38, 0.41, -0.22, -1.18, -0.38, -1.06, -0.28, 0.65, 0.52, 0.43, 0.46, 0.43, -0.59, 0.64, -0.18, -1.68, -0.27, 0.40, 0.42, 0.36, 0.32, 0.39, -1.40, 0.92, -0.14, -0.83, 0.20, 0.46, 0.35, 0.13, 0.46, 0.04, -0.03, 0.21, -0.61, -0.15, -0.07, 0.45, -0.08, 0.46, 0.30, -0.49, -0.23, 0.49, -0.54, -0.94, -0.48, 0.32, 0.72, 0.44, 0.33, -0.08, -0.96, 0.49, -0.61, 0.26, 0.39, -0.03, 0.34, 0.17, -0.38, 0.29]
}

***

{
  "formula": "C4H12NOS",
  "method": "wB97M-V/def2-TZVPD",
  "e_tot_ev": -18714.7546,
  "relative_energy_kcal_mol": 46.1,
  "multiplicity": 1,
  "largest_force_ev_per_a": 4.02,
  "orbital_gap_ev": 6.052,
  "charge": -1,
  "species": ["C", "N", "C", "C", "S", "C", "H", "H", "H", "H", "H", "H", "H", "H", "H", "H", "H", "H", "O"],
  "positions_angstrom": [[1.9889, -0.7117, 0.5476], [0.5969, -1.1416, 0.1875], [-0.4960, -0.1518, 0.6819], [-1.6217, 0.0819, -0.3747], [-1.6259, 1.6351, -1.1142], [-0.9766, -0.6582, 2.0595], [2.2689, 0.0347, -0.1457], [2.6649, -1.5393, 0.5754], [1.9488, -0.3976, 1.6477], [0.4479, -1.9874, 0.5885], [0.1246, 0.7367, 0.9253], [-2.5543, 0.0582, 0.1964], [-1.6538, -0.6238, -1.3278], [-0.0108, -0.8281, 2.7001], [-1.3480, 0.3148, 2.4346], [-1.7092, -1.4488, 2.0693], [1.1611, 2.8061, -3.6996], [0.1268, 1.6802, -3.6451], [0.6674, 2.1407, -4.3067]],
  "forces_ev_per_angstrom": [[-2.805, -0.575, 2.190], [0.763, 3.614, -1.585], [2.155, -2.276, -0.663], [0.069, -1.987, -0.250], [0.453, 2.959, -1.295], [2.073, 2.278, 0.515], [0.625, 0.973, -0.318], [0.447, -0.677, -0.543], [0.489, 0.422, -1.236], [-0.729, -3.043, 1.428], [-0.925, 0.003, -0.646], [-0.178, -0.768, -0.141], [0.303, 0.421, 2.707], [-1.851, -0.235, -0.959], [-0.656, -0.829, 0.563], [-0.068, -0.279, 0.047], [-1.324, -1.717, -1.614], [-0.275, -0.007, 0.117], [1.435, 1.721, 1.683]],
  "mulliken_charge": [-0.86, -0.51, 0.33, -0.69, -0.73, -1.35, 0.26, 0.34, 0.26, 0.25, 0.33, 0.20, 0.17, 0.29, 0.39, 0.37, 0.32, 0.33, -0.69]
}